No. 1
18
Properties=species:S:1:pos:R:3:forces:R:3:lowdin_charge:R:1 method="wB97M-V/def2-TZVPD" molar_mass_da=120.13 e_homo_ev=-4.23 charge=-1 e_above_lowest_kj_mol=39.7 e_lumo_ev=4.32 e_tot_ev=-11840.4484
N -2.263755 0.445051 -1.886352 -0.585 0.474 -0.534 0.0827
C -1.153473 0.149235 -1.070636 -1.145 -1.145 1.011 -0.8097
O -1.392156 0.113501 0.173229 -0.081 0.541 -0.899 -0.1004
O -0.102124 -0.162796 -1.662271 0.339 0.525 -0.376 -0.0858
H -2.107462 0.542607 -2.877507 -0.038 -0.219 0.230 0.0579
H -3.224257 0.422619 -1.550106 0.855 0.093 0.057 0.0671
C 1.524826 0.568605 1.201091 -0.598 0.260 -0.764 -0.3132
C 1.240634 -0.927273 1.189470 0.099 -0.837 -0.670 -0.3204
N 0.093873 -1.215533 2.009975 0.169 -0.954 1.844 -0.0391
N 2.029117 1.041433 -0.100466 -0.990 -1.065 -0.511 -0.0277
H 0.597149 1.099041 1.455498 0.010 -0.335 0.095 0.0926
H 2.229380 0.780100 1.969103 0.805 0.284 0.792 0.0739
H 1.096726 -1.308698 0.151783 0.213 0.588 0.419 0.0991
H 2.079320 -1.507410 1.617857 -0.027 0.355 -0.193 0.0966
H 0.055988 -2.201215 2.282953 -0.139 0.573 -0.340 0.0487
H -0.766908 -0.890128 1.606171 -0.140 0.030 -0.521 0.0121
H 1.233337 0.773353 -0.751702 1.277 0.375 0.416 0.0379
H 2.074401 2.044048 -0.073366 -0.022 0.459 -0.055 0.0277

No. 2
18
Properties=species:S:1:pos:R:3:forces:R:3:lowdin_charge:R:1 method="wB97M-V/def2-TZVPD" molar_mass_da=105.14 e_homo_ev=-17.54 charge=+2 e_above_lowest_kj_mol=28.3 e_lumo_ev=-8.21 e_tot_ev=-9789.2094
C 0.881770 0.625387 -0.041979 -0.414 0.118 -0.192 -0.0102
C 2.070395 -0.286786 0.105943 -0.657 -0.796 -0.175 -0.0847
C -1.384124 0.095625 -0.920310 -2.321 -0.609 0.679 -0.1510
N -0.185419 0.258119 -0.583596 1.922 0.279 0.065 0.1913
N 3.343923 0.475011 0.180892 0.458 0.216 0.102 0.2101
N -3.310256 -0.685517 0.949394 -0.087 -0.084 -0.079 0.0526
O -1.797710 0.297272 -2.122603 0.760 0.366 -0.657 0.1978
H 0.962847 1.634739 0.358234 -0.118 0.172 0.015 0.1598
H 1.953011 -0.875953 1.023942 0.148 0.137 -0.077 0.1614
H 2.112340 -0.989530 -0.734211 0.136 0.168 0.171 0.1603
H -2.172155 -0.280050 -0.061827 0.373 0.179 -0.412 0.1169
H 3.517344 1.006280 -0.685851 0.076 -0.068 0.242 0.1949
H 4.141533 -0.168980 0.313576 -0.196 0.203 -0.065 0.1989
H 3.356575 1.133235 0.977503 0.075 -0.149 -0.280 0.1926
H -3.858736 0.121282 1.236040 -0.050 -0.095 0.081 0.0825
H -2.947212 -1.129735 1.787439 -0.106 0.013 0.052 0.0763
H -3.947526 -1.349857 0.513637 -0.026 0.052 0.148 0.0825
H -2.736598 0.119456 -2.296223 0.027 -0.102 0.382 0.1680

No. 3
19
Properties=species:S:1:pos:R:3:forces:R:3:lowdin_charge:R:1 method="wB97M-V/def2-TZVPD" molar_mass_da=100.16 e_homo_ev=-8.81 smiles="C=C(C)/C=C/C.O" e_above_lowest_kj_mol=157.0 e_lumo_ev=0.89 e_tot_ev=-8462.7272
C 2.830256 0.896476 0.357305 0.947 -0.103 -0.136 -0.0764
C 1.721348 0.321854 -0.467288 -0.229 0.555 0.634 -0.3806
C 1.617183 -0.975055 -0.723297 -0.675 -0.545 -0.875 0.0404
C -1.739878 1.888930 -1.260460 0.947 -0.057 0.080 -0.1021
C -0.625736 1.061265 -0.632561 -0.899 0.800 -0.761 -0.1524
C 0.657496 1.278079 -0.894614 0.329 -0.978 0.780 -0.1037
H 3.263291 1.809771 -0.062490 -0.115 -0.071 -0.184 0.0755
H 2.534831 1.169068 1.371891 -0.335 -0.126 -0.040 0.0815
H 3.634133 0.158992 0.438256 0.013 0.139 0.088 0.0741
H 2.332005 -1.771850 -0.560749 0.316 0.393 0.558 0.0602
H 0.741771 -1.331793 -1.262127 0.063 0.167 -0.063 0.0622
H -1.402411 2.918860 -1.397793 -0.240 0.072 0.209 0.0696
H -2.649626 1.827791 -0.671090 -0.117 0.200 -0.103 0.0626
H -1.911520 1.520067 -2.273423 -0.309 -0.165 0.085 0.0722
H -0.996234 0.252492 -0.013859 0.498 -0.315 -0.068 0.1041
H 1.009032 2.176771 -1.390443 -0.196 0.032 -0.202 0.1130
H -2.831000 -3.084261 3.171579 -0.082 -0.085 0.300 0.0282
H -3.921388 -4.203138 3.130430 0.091 0.098 0.286 0.0289
O -3.360552 -3.637994 2.596679 -0.007 -0.011 -0.588 -0.0572

No. 4
15
Properties=species:S:1:pos:R:3:forces:R:3:lowdin_charge:R:1 method="wB97M-V/def2-TZVPD" molar_mass_da=87.12 e_homo_ev=-7.78 smiles="C=C/C=C/N.O" e_above_lowest_kj_mol=217.4 e_lumo_ev=0.92 e_tot_ev=-7830.0667
N -1.048149 -0.901303 1.074963 -0.615 -0.641 0.030 0.0391
C -0.107215 0.099707 1.016031 -0.042 -0.032 -0.498 -0.2313
C -0.376923 1.401863 1.014252 -0.102 0.677 0.916 -0.1541
C 0.649340 2.461825 1.189588 0.001 -0.619 -0.599 -0.2094
C 0.787634 3.495058 0.370810 0.300 0.280 0.270 -0.0165
H -0.825010 -1.869273 0.929959 0.508 0.171 -0.094 0.0781
H -1.999907 -0.719549 0.804538 0.063 0.384 0.102 0.0852
H 0.916533 -0.228412 0.894930 0.115 -0.149 0.296 0.1169
H -1.394997 1.747229 1.172774 -0.162 -0.181 -0.295 0.1012
H 1.327480 2.326713 2.031009 0.077 0.156 -0.152 0.0945
H 1.577496 4.215771 0.524838 0.028 0.137 0.099 0.0435
H 0.148111 3.678080 -0.479239 -0.169 -0.185 -0.083 0.0529
H 0.428599 -4.283696 -4.206546 -0.027 -0.054 0.126 0.0336
H -0.278522 -5.499381 -3.614907 -0.024 -0.046 -0.012 0.0290
O 0.211744 -4.710518 -3.369346 0.048 0.103 -0.106 -0.0626

No. 5
50
Properties=species:S:1:pos:R:3:forces:R:3:lowdin_charge:R:1 method="wB97M-V/def2-TZVPD" molar_mass_da=448.83 e_homo_ev=-14.39 charge=+2 e_lumo_ev=-8.57 e_tot_ev=-70705.0475
Sc -0.950645 0.114812 1.816184 -0.954 -0.881 -1.464 0.8539
Cl -3.087905 0.036412 1.037210 0.989 0.064 0.689 0.1906
P 0.188730 -0.159623 -0.515313 0.782 -0.694 -2.061 0.9940
C 1.512028 -1.418556 -0.276689 0.155 0.147 0.550 -0.3836
C 2.772427 -1.283589 -0.880108 -0.106 -0.165 0.013 -0.0642
C 3.718025 -2.310551 -0.770659 -0.260 0.068 0.248 -0.0313
C 3.449858 -3.428705 0.030771 -0.131 0.382 -0.257 -0.0339
C 2.226031 -3.524338 0.705803 0.123 -0.040 0.089 -0.0574
C 1.256274 -2.533302 0.551496 0.355 0.286 -0.134 -0.1344
C -0.978987 -0.970265 -1.691272 -0.693 -0.192 0.074 -0.3778
C -2.149475 -0.278414 -2.059054 -0.085 -0.025 0.380 -0.1518
C -3.188992 -0.927790 -2.717598 0.093 -0.159 -0.193 -0.0585
C -3.017329 -2.254378 -3.141996 0.260 -0.082 0.163 -0.0412
C -1.813565 -2.923427 -2.879089 -0.281 0.276 -0.143 -0.0465
C -0.810441 -2.282565 -2.147251 0.032 -0.105 0.325 -0.0766
C 0.866932 1.141007 -1.580134 0.074 0.808 0.361 -0.3846
C 0.843595 2.490458 -1.175990 0.013 -0.385 -0.390 -0.0951
C 1.232436 3.481335 -2.078384 0.087 0.021 -0.176 -0.0567
C 1.683262 3.135557 -3.360575 -0.055 -0.256 0.233 -0.0356
C 1.740652 1.791035 -3.748446 -0.134 -0.105 0.367 -0.0351
C 1.317280 0.795536 -2.863621 -0.096 0.191 -0.102 -0.0889
H -2.276606 0.766685 -1.773830 -0.011 -0.212 0.008 0.0981
H -4.149197 -0.418537 -2.880957 0.618 -0.169 -0.079 0.1245
H -3.822112 -2.769495 -3.673657 0.292 0.199 0.223 0.1216
H -1.665804 -3.954869 -3.218423 -0.051 0.495 0.125 0.1223
H 0.099539 -2.823380 -1.904702 -0.133 -0.010 -0.032 0.1045
H 3.014569 -0.375644 -1.435579 -0.067 -0.405 0.090 0.1050
H 4.665792 -2.215040 -1.306180 -0.290 -0.066 0.289 0.1241
H 4.207798 -4.207545 0.130431 -0.325 0.186 0.014 0.1246
H 2.040005 -4.379843 1.357158 -0.003 0.257 -0.217 0.1206
H 0.301158 -2.635206 1.085038 0.093 -0.114 -0.281 0.0916
H 0.496890 2.756762 -0.171438 0.120 0.005 -0.344 0.0872
H 1.176478 4.533003 -1.794088 0.063 -0.322 -0.050 0.1176
H 1.993799 3.907729 -4.066021 -0.128 -0.178 0.277 0.1229
H 2.096456 1.501227 -4.738774 -0.120 0.184 0.303 0.1239
H 1.314929 -0.250621 -3.178261 -0.015 0.335 0.037 0.1212
H 7.089647 0.517384 -0.276731 -0.052 0.276 -0.109 -0.0003
H 6.963642 1.202801 -0.554567 0.045 -0.281 0.109 0.0027
N -5.286579 2.227019 6.696654 2.445 -0.557 -1.929 0.2450
C -4.357021 2.033455 6.004287 -1.624 0.510 1.673 -0.1016
C -3.175505 1.816104 5.185764 -0.139 0.646 0.271 -0.1453
C -2.688675 2.834789 4.361864 -0.386 0.387 -0.021 0.0572
C -1.692867 2.562409 3.446274 0.968 -1.051 0.662 -0.0509
N -1.057897 1.350032 3.454627 -1.357 -0.205 0.513 -0.1170
C -1.496287 0.341218 4.310211 0.140 2.179 0.150 -0.1188
C -2.490688 0.606569 5.239191 0.277 -1.179 -0.075 0.0477
H -3.088916 3.841783 4.446297 -0.174 -0.234 -0.265 0.1534
H -1.328835 3.283524 2.715986 -0.132 -0.053 0.270 0.1442
H -0.963004 -0.619266 4.273723 -0.077 0.213 0.181 0.1335
H -2.730898 -0.123696 6.010420 -0.145 0.008 -0.364 0.1552

No. 6
13
Properties=species:S:1:pos:R:3:forces:R:3:lowdin_charge:R:1 method="wB97M-V/def2-TZVPD" molar_mass_da=72.11 e_homo_ev=-9.06 e_above_lowest_kj_mol=394.6 e_lumo_ev=0.96 e_tot_ev=-6321.0777
C 0.749835 0.644853 0.000778 0.840 0.290 0.088 -0.2352
C -0.796964 0.864207 0.090508 0.417 0.198 0.347 -0.1349
C -1.248566 -0.552643 -0.358623 0.339 0.050 -0.038 -0.1828
O -0.256620 -1.478137 0.130403 0.716 -0.212 -0.751 -0.1169
C 0.950756 -0.764421 0.356002 1.773 0.104 -0.238 -0.2758
H 1.043615 0.866582 -1.024269 -0.256 -0.460 -0.275 0.0951
H 1.872363 0.806063 0.418322 -2.195 2.121 0.605 0.1366
H -1.186907 1.627275 -0.596804 0.269 -0.146 0.247 0.1059
H -1.164951 1.076412 1.095886 0.082 -0.041 -0.019 0.1028
H -2.227096 -0.847222 0.053958 0.494 0.101 -0.013 0.1238
H -1.306167 -0.648783 -1.452433 0.044 0.188 0.162 0.1174
H 1.310744 -1.074750 1.326676 -0.448 0.514 0.598 0.0956
H 2.259958 -0.519435 -0.040400 -2.074 -2.707 -0.713 0.1685